A molecular structure, C29H29N5O3ReS2, computed with ωB97M-V with the def2-TZVPD basis set.

Summary:
Gap between HOMO and LUMO (spin up / spin down): 0.2108 / 0.2193 hartree
Spin multiplicity: 2
ΔE to the lowest compared entry with this formula, charge and spin: 0.345 eV
Total charge: +2

Atoms and positions in Å:
Re: 0.623 0.357 -0.151
O: 1.684 -1.075 1.091
C: 1.270 -2.343 1.668
C: 0.152 -2.163 2.669
C: -1.028 -1.351 2.116
C: -1.447 -1.776 0.738
C: -2.393 -2.775 0.558
C: -2.744 -3.178 -0.717
C: -2.137 -2.566 -1.807
C: -1.200 -1.591 -1.569
N: -0.850 -1.193 -0.326
H: 2.523 -0.726 1.487
H: 2.145 -2.793 2.132
H: 0.967 -2.972 0.830
H: 0.526 -1.670 3.567
H: -0.176 -3.162 2.965
H: -0.770 -0.288 2.115
H: -1.878 -1.454 2.790
H: -2.853 -3.225 1.428
H: -3.482 -3.956 -0.862
H: -2.385 -2.841 -2.822
H: -0.704 -1.079 -2.384
N: 6.078 6.504 2.287
C: 5.343 5.390 2.106
C: 5.964 4.164 1.787
C: 5.215 3.029 1.609
C: 3.825 3.089 1.742
C: 3.190 4.292 2.057
C: 3.938 5.427 2.237
S: 2.900 1.666 1.499
O: 3.719 0.489 1.748
O: 1.640 1.748 2.209
N: 2.382 1.548 -0.085
C: 2.986 0.724 -1.005
S: 4.541 0.543 -1.661
C: 3.947 -0.743 -2.662
C: 2.643 -0.995 -2.432
N: 2.099 -0.141 -1.498
H: 7.081 6.478 2.238
H: 5.650 7.371 2.557
H: 7.042 4.119 1.701
H: 5.701 2.086 1.397
H: 2.115 4.322 2.178
H: 3.452 6.358 2.498
H: 4.604 -1.246 -3.352
H: 2.040 -1.749 -2.912
C: -3.948 1.784 1.037
C: -3.959 1.772 -0.361
C: -2.779 1.799 -1.076
C: -1.577 1.855 -0.372
C: -1.550 1.900 1.019
C: -2.751 1.847 1.725
N: -0.317 1.724 -1.035
C: 0.004 2.634 -2.079
C: -0.401 3.962 -1.966
C: -0.061 4.864 -2.959
C: 0.661 4.445 -4.069
C: 1.045 3.116 -4.186
C: 0.723 2.208 -3.191
H: -4.883 1.768 1.580
H: -4.903 1.744 -0.890
H: -2.775 1.777 -2.158
H: -0.605 2.072 1.537
H: -2.744 1.897 2.806
H: -0.963 4.286 -1.099
H: -0.365 5.898 -2.869
H: 0.914 5.151 -4.848
H: 1.587 2.783 -5.062
H: 0.995 1.167 -3.296

=====

4 unconnected molecules or ions with the total composition C14H32BrN6O9PS2, computed with ωB97M-V with the def2-TZVPD basis set.

Summary:
Gap between HOMO and LUMO: 0.3457 hartree
Total charge: 0
SMILES: CC[C@H](Br)P(COO)SCC(=O)OC[C@H](C)OC(=O)CS.NC(N)=O.NC(N)=O.NC(N)=O

Atoms and positions in Å:
C: -1.968 -1.144 3.557
C: -3.005 -0.501 2.621
C: -2.382 0.470 1.621
Br: -1.773 2.088 2.523
P: -3.373 0.948 0.125
C: -5.125 0.664 0.661
O: -5.831 1.855 1.034
O: -4.905 2.922 1.289
S: -3.066 -0.690 -1.146
C: -2.468 0.187 -2.627
C: -0.989 0.095 -2.947
O: -0.482 0.906 -3.673
O: -0.303 -0.982 -2.468
C: 0.287 -0.808 -1.173
C: 1.358 0.271 -1.078
C: 0.849 1.696 -0.801
O: 2.183 0.192 -2.251
C: 3.316 0.918 -2.228
O: 3.993 1.061 -1.235
C: 3.699 1.493 -3.562
S: 2.866 3.051 -3.943
H: -2.030 -0.692 4.549
H: -2.172 -2.207 3.684
H: -0.951 -1.023 3.179
H: -3.484 -1.284 2.021
H: -3.780 0.016 3.191
H: -1.471 0.012 1.230
H: -5.659 0.232 -0.187
H: -5.200 -0.011 1.516
H: -5.290 3.637 0.765
H: -2.703 1.249 -2.527
H: -3.045 -0.202 -3.469
H: 0.746 -1.767 -0.923
H: -0.463 -0.614 -0.407
H: 1.980 -0.025 -0.224
H: 0.880 2.281 -1.723
H: 1.421 2.175 -0.009
H: -0.209 1.656 -0.515
H: 3.501 0.791 -4.372
H: 4.776 1.660 -3.538
H: 2.954 3.628 -2.739
N: -2.848 -0.951 7.972
C: -3.858 -1.143 7.069
N: -4.898 -0.256 7.158
O: -3.830 -2.034 6.241
H: -2.847 -0.221 8.658
H: -2.070 -1.582 7.928
H: -5.652 -0.369 6.508
H: -4.937 0.487 7.828
N: 2.793 -3.314 0.478
C: 1.794 -3.387 1.410
N: 1.477 -4.648 1.835
O: 1.224 -2.396 1.832
H: 3.273 -4.115 0.116
H: 3.059 -2.401 0.156
H: 0.747 -4.731 2.517
H: 1.932 -5.475 1.501
N: 5.866 2.512 -6.411
C: 6.254 1.203 -6.314
N: 7.317 0.845 -7.097
O: 5.694 0.409 -5.577
H: 6.318 3.175 -7.010
H: 5.093 2.817 -5.846
H: 7.623 -0.108 -7.045
H: 7.793 1.480 -7.708

=====

A single H2O3S3 molecule at a distorted geometry, computed with ωB97M-V with the def2-TZVPD basis set.

Summary:
Gap between HOMO and LUMO: 0.3440 hartree
ΔE to the lowest compared entry with this formula, charge and spin: 0.984 eV
Total charge: 0

Atoms and positions in Å:
O: -1.427 1.430 -0.768
O: 0.857 0.500 -0.390
O: -1.116 -0.440 0.921
S: 2.094 0.061 0.595
S: -2.023 -1.520 -0.035
S: -0.635 1.022 0.400
H: 3.101 1.009 0.090
H: -0.850 -2.062 -0.814